161
Properties=species:S:1:pos:R:3:forces:R:3:lowdin_charge:R:1 method="wB97M-V/def2-TZVPD" energy_ha=-5806.83120 multiplicity=1 e_lumo_ev=-3.2 homo_energy_ev=-10.691 total_charge=+1 molar_mass_g_mol=1169.4
K 1.16277 4.63185 -3.29196 -0.42 0.09 0.13 0.894
K 3.46175 0.37879 -1.45864 0.22 -0.26 0.34 0.856
C -0.55599 -0.21105 -2.50969 0.52 0.44 0.01 -0.654
F 0.58214 -0.60828 -3.13020 -0.49 -0.26 0.12 0.104
F -1.46262 0.12857 -3.42226 0.18 -0.30 0.10 0.144
F -1.01983 -1.17143 -1.73413 0.22 0.14 -0.28 0.170
S -0.12589 1.31897 -1.56659 0.79 1.01 0.58 0.582
O 0.52441 2.19031 -2.52435 0.52 -0.69 -0.46 -0.389
O -1.33422 1.84525 -1.03076 -0.65 -0.50 0.11 -0.256
N 0.95907 0.82884 -0.47000 -0.89 0.02 -0.92 -0.366
S 0.44399 1.19509 1.00549 -0.79 0.67 1.22 0.584
O 0.22676 2.60393 1.18842 0.63 -0.26 -0.14 -0.255
O -0.55760 0.32613 1.53740 0.04 -0.53 -0.22 -0.258
C 1.93365 0.78421 2.00111 -0.24 0.12 0.03 -0.661
F 1.68631 1.22610 3.22433 0.37 0.12 -0.17 0.156
F 2.12855 -0.53228 2.05490 0.29 0.30 -0.06 0.135
F 3.03316 1.39289 1.51070 -0.04 -0.31 0.10 0.112
C 0.13641 -0.26593 5.29232 -1.59 0.44 0.72 -0.070
O -1.26066 -0.37431 5.59303 0.36 -0.54 -0.04 -0.170
C -2.06624 -0.03428 4.49275 -0.46 0.33 0.74 -0.220
C -3.45988 0.23350 4.99563 -0.73 0.27 -0.31 -0.212
O -3.45931 1.39404 5.80271 0.30 -0.20 -0.05 -0.194
C -4.76614 1.80414 6.12821 0.36 0.12 0.36 -0.115
H 0.34085 -0.73847 4.33252 0.33 0.03 -0.01 0.067
H 0.63369 -0.73834 6.13263 0.33 -0.08 -0.17 0.089
H 0.32951 0.81048 5.30236 0.59 -0.11 -0.34 0.073
H -2.10404 -0.85487 3.76827 0.20 0.19 -0.28 0.122
H -1.72090 0.91627 4.06921 0.16 -0.25 -0.43 0.107
H -3.89711 -0.61863 5.53548 0.29 0.00 0.14 0.132
H -4.14120 0.41860 4.14613 0.26 -0.15 -0.14 0.128
H -5.21495 2.38670 5.31696 -0.15 -0.16 -0.07 0.085
H -4.66721 2.44246 7.00603 -0.19 0.02 -0.01 0.091
H -5.37748 0.93469 6.38358 -0.21 0.11 -0.03 0.088
C 2.79129 -2.78304 0.27105 0.05 -0.39 -0.10 -0.094
O 3.99813 -2.04108 0.15929 -0.17 0.70 0.18 -0.243
C 4.95684 -2.60924 -0.70433 -0.66 -1.03 0.19 -0.222
C 6.30329 -1.99377 -0.49261 -0.29 -0.03 0.21 -0.192
O 6.18097 -0.61451 -0.79516 -0.09 0.01 -0.68 -0.245
C 7.40129 -0.00197 -1.17890 0.05 -0.45 0.12 -0.076
H 1.97771 -2.11915 0.54289 0.04 0.10 -0.08 0.073
H 2.88441 -3.53222 1.06277 0.01 -0.11 -0.14 0.093
H 2.54257 -3.27841 -0.67465 0.01 -0.01 0.04 0.092
H 4.57189 -2.50911 -1.73280 0.47 0.13 -0.14 0.130
H 5.03913 -3.69564 -0.54414 0.00 0.11 0.16 0.143
H 7.00002 -2.57465 -1.11225 0.14 0.59 -0.30 0.139
H 6.65300 -2.10971 0.53967 -0.21 -0.05 0.01 0.124
H 7.16202 0.95930 -1.62342 0.11 0.16 0.16 0.088
H 7.90413 -0.61798 -1.92900 0.08 0.07 -0.03 0.095
H 8.04610 0.09199 -0.30353 0.14 0.26 -0.09 0.100
C 2.43675 -2.93038 4.88866 -0.58 -0.26 0.82 -0.110
O 3.71504 -2.34762 4.88109 -0.29 0.06 0.12 -0.143
C 4.54616 -2.89611 3.91551 -0.36 -0.45 -1.30 -0.233
C 5.76355 -2.06906 3.70841 0.72 0.61 -0.15 -0.227
O 6.64561 -2.22391 4.78289 0.10 -0.49 0.37 -0.159
C 7.87101 -1.58864 4.57179 0.13 0.58 -0.83 -0.116
H 1.73830 -2.56994 4.12243 0.43 0.17 -0.25 0.074
H 1.99575 -2.67569 5.85293 -0.03 -0.02 -0.06 0.086
H 2.44747 -4.02661 4.83336 0.30 0.05 -0.07 0.095
H 4.02640 -2.93877 2.93813 -0.02 0.18 0.12 0.106
H 4.81616 -3.94341 4.11171 0.08 0.10 0.39 0.141
H 5.52585 -1.00088 3.57787 -0.29 -0.09 0.06 0.138
H 6.27199 -2.36481 2.77345 -0.14 -0.21 0.08 0.107
H 7.78295 -0.49936 4.69398 0.06 -0.09 0.27 0.092
H 8.20248 -1.72374 3.52631 0.05 -0.19 0.16 0.081
H 8.63499 -1.99822 5.22302 -0.11 0.00 0.23 0.091
C -3.74481 -0.00194 0.24999 -0.29 0.23 0.39 -0.107
O -4.52049 -1.13344 0.57500 0.21 -0.54 -0.12 -0.170
C -3.65345 -2.24336 0.73949 -0.40 0.43 0.23 -0.214
C -4.42897 -3.47972 1.11650 0.30 -0.37 -0.44 -0.189
O -3.43578 -4.45643 1.39444 -0.01 -0.16 -0.10 -0.214
C -3.95548 -5.71022 1.77526 -0.51 -0.49 0.14 -0.110
H -4.44246 0.76223 -0.08537 0.16 0.11 -0.13 0.096
H -3.00078 -0.23655 -0.51429 -0.12 0.10 -0.15 0.059
H -3.20593 0.35978 1.13373 0.05 0.04 -0.07 0.080
H -2.92715 -2.00800 1.52923 0.17 -0.16 -0.15 0.127
H -3.14861 -2.44271 -0.21418 0.26 0.03 0.15 0.118
H -4.99291 -3.81293 0.23615 -0.33 0.08 0.22 0.133
H -5.09628 -3.32849 1.96957 0.01 0.10 -0.02 0.135
H -3.80342 -5.85466 2.84802 -0.11 -0.08 -0.02 0.090
H -3.50859 -6.55631 1.24113 0.49 0.38 -0.03 0.081
H -5.02174 -5.82209 1.54035 0.01 0.34 0.18 0.089
C -0.60544 -4.40547 -0.28231 -0.03 -0.03 1.28 -0.110
O -0.59918 -4.94010 -1.57904 0.13 0.36 -0.06 -0.194
C 0.24110 -6.08054 -1.68312 -0.28 0.39 -0.21 -0.203
C -0.19151 -6.95075 -2.84794 0.00 -0.43 0.73 -0.209
O -1.41153 -7.60851 -2.59916 -0.35 0.14 -0.23 -0.180
C -2.57950 -6.79094 -2.62144 0.33 -0.15 1.04 -0.085
H -1.28903 -4.95923 0.37123 -0.03 0.01 -0.12 0.083
H -0.91702 -3.36129 -0.23363 -0.20 -0.05 -0.58 0.071
H 0.36506 -4.41860 0.24535 0.15 -0.22 -0.51 0.080
H 0.16180 -6.69327 -0.77872 0.17 0.08 0.06 0.133
H 1.26018 -5.69500 -1.82625 0.17 -0.44 0.09 0.121
H 0.50581 -7.79114 -2.87114 0.31 0.26 -0.43 0.130
H -0.20134 -6.39607 -3.79242 -0.01 -0.02 -0.02 0.127
H -2.38047 -5.86672 -3.16031 -0.39 -0.10 -0.41 0.081
H -2.84724 -6.49658 -1.59558 0.12 0.07 -0.11 0.078
H -3.40157 -7.41228 -2.96770 0.02 0.21 -0.51 0.089
C -2.95941 6.20254 -1.61771 -0.22 -0.12 0.53 -0.112
O -1.62001 6.17472 -1.16900 -0.01 0.05 -0.39 -0.186
C -1.42357 5.22992 -0.13313 0.02 0.01 0.13 -0.192
C -0.19542 5.57755 0.65569 -0.29 -0.65 1.10 -0.207
O 0.96848 5.36404 -0.10596 0.22 0.36 -1.15 -0.213
C 2.17083 5.57424 0.58520 0.04 -0.42 0.46 -0.099
H -3.61587 6.61089 -0.83689 0.09 0.15 -0.11 0.095
H -3.35486 5.19692 -1.81917 0.19 0.05 -0.20 0.081
H -3.00465 6.82690 -2.50444 -0.05 -0.01 -0.07 0.092
H -1.36000 4.22226 -0.56336 0.04 0.03 0.18 0.110
H -2.25616 5.24818 0.58219 -0.05 0.01 -0.10 0.138
H -0.18108 4.91242 1.53487 0.00 0.12 -0.29 0.090
H -0.28821 6.58795 1.07608 0.28 0.15 -0.43 0.146
H 2.20563 6.54565 1.08685 -0.06 0.01 -0.01 0.097
H 3.00453 5.51403 -0.11614 -0.09 0.08 -0.13 0.081
H 2.31105 4.77158 1.32389 0.01 0.19 0.12 0.089
C 2.66095 4.18334 -6.82641 0.13 -0.21 -0.24 -0.090
O 1.61274 3.72692 -5.99058 -0.05 0.74 0.18 -0.255
C 0.52152 3.22257 -6.74716 0.30 -0.98 0.58 -0.183
C -0.56944 2.78600 -5.79781 -0.69 -0.02 -0.10 -0.196
O -0.92502 3.79587 -4.87362 0.62 0.47 -0.26 -0.262
C -2.09886 3.47526 -4.15979 -0.15 -0.15 -0.08 -0.072
H 2.95747 3.36065 -7.48560 0.16 0.18 -0.11 0.097
H 3.51698 4.48243 -6.22325 -0.08 -0.14 0.18 0.088
H 2.37268 5.05232 -7.42413 -0.18 -0.09 -0.05 0.099
H 0.88178 2.30731 -7.23908 -0.21 0.08 -0.23 0.137
H 0.14711 3.88904 -7.52748 0.17 0.42 0.25 0.139
H -0.31384 1.89465 -5.21584 0.25 -0.12 -0.24 0.121
H -1.44188 2.55336 -6.42706 0.05 -0.18 0.12 0.141
H -2.20403 4.22463 -3.37971 -0.17 -0.03 -0.03 0.076
H -2.03077 2.48478 -3.70666 0.04 0.02 0.09 0.072
H -2.95748 3.47592 -4.83789 -0.09 0.14 0.11 0.107
C -5.55779 -2.29825 -7.09695 -0.47 -0.20 -0.21 -0.115
O -4.19588 -2.60640 -6.96076 0.19 0.18 0.14 -0.161
C -3.54903 -1.82895 -5.98592 -0.52 -0.18 0.47 -0.231
C -2.12851 -2.23056 -5.87837 1.47 0.40 0.04 -0.214
O -1.32161 -1.84219 -6.98064 -0.68 -0.09 -0.28 -0.165
C -0.03834 -2.36485 -6.86896 0.70 -0.27 -0.10 -0.137
H -5.99495 -3.03456 -7.77089 0.11 0.02 -0.05 0.090
H -5.71772 -1.30745 -7.53709 0.07 0.06 0.14 0.090
H -6.10549 -2.37805 -6.14973 0.15 0.13 0.07 0.090
H -3.93602 -2.04340 -4.97141 -0.34 0.00 -0.21 0.134
H -3.68730 -0.74844 -6.12689 0.12 -0.04 -0.34 0.133
H -2.04100 -3.31194 -5.72544 -0.14 -0.02 0.00 0.134
H -1.68173 -1.71200 -5.01705 -0.28 -0.30 0.28 0.106
H -0.01694 -3.45808 -6.75014 -0.24 0.06 0.01 0.092
H 0.51681 -1.94316 -6.01620 -0.09 0.08 0.02 0.077
H 0.50814 -2.14016 -7.78428 -0.05 0.13 0.01 0.089
C 1.49014 5.51921 5.24731 0.94 0.12 -0.46 -0.125
O 0.30334 5.18099 5.88090 -0.55 -0.02 0.42 -0.152
C -0.26205 3.96101 5.46969 -0.17 -0.77 -0.10 -0.196
C -0.72961 3.96812 4.02642 0.97 0.25 -0.22 -0.224
O -1.59825 5.01265 3.69810 0.01 0.16 -0.60 -0.171
C -2.79216 5.04954 4.41258 -0.94 -0.02 0.84 -0.106
H 1.36597 5.75679 4.18243 -0.12 0.07 0.07 0.078
H 2.26640 4.73646 5.30548 -0.29 -0.16 0.10 0.095
H 1.91917 6.39090 5.73997 -0.24 0.07 0.05 0.092
H -1.08538 3.69764 6.13550 0.08 0.30 0.18 0.129
H 0.48050 3.15078 5.55675 -0.02 0.03 0.04 0.117
H -1.11392 3.00510 3.67501 -0.12 -0.12 0.37 0.117
H 0.17392 4.15605 3.43911 -0.15 -0.11 -0.23 0.090
H -2.66876 5.56194 5.37595 0.00 0.09 -0.14 0.097
H -3.23465 4.07081 4.65606 0.41 -0.16 -0.26 0.083
H -3.54685 5.56936 3.82163 0.18 0.20 -0.03 0.089